The following is a quantum chemistry calculation of a molecular structure, C20H28N2O2PRhS4, from the Open Molecules 2025 dataset.

Values from the calculation:
Electronic energy ... -3083.6291 a.u.
HOMO (alpha / beta) ... -3.1086 / -4.3421 eV
ΔE to the lowest compared entry with this formula, charge and spin ... 0.00 kJ/mol
Expectation value of S² ... 8.79

```
! RIJCOSX wB97M-V def2-TZVPD def2/J DEFGRID3
* xyz -1 6
H -0.045 -3.169 0.001
H 0.879 3.529 -3.028
C -2.101 -1.183 -1.741
C -1.646 4.183 1.116
C 1.509 -2.382 4.475
S -3.086 2.039 -0.867
C 0.709 -1.538 2.344
H 1.680 -3.638 -5.538
S 1.976 1.607 0.948
C 1.065 4.931 -1.398
C 2.833 -2.648 2.493
C -1.350 -1.889 1.124
C 0.745 3.554 -1.944
C -0.943 4.933 2.229
H 3.741 -2.980 2.003
H -1.511 -2.634 1.911
H -1.944 -0.508 -2.578
H -1.743 0.675 1.676
H -0.347 0.865 2.734
H 3.426 -3.356 4.428
H 0.090 5.158 1.954
C 1.879 -1.987 1.702
H 2.115 5.174 -1.588
C 0.698 -1.398 -3.167
H 0.900 4.950 -0.320
H -2.659 3.904 1.409
H -1.464 5.872 2.436
H -1.782 -3.347 -0.347
H -2.294 -1.361 0.979
C 1.190 -3.253 -4.652
H -1.660 -0.269 3.169
S 1.043 0.246 -2.737
C 0.548 -1.735 3.714
H -2.754 -2.009 -2.061
H 1.418 2.819 -1.501
H -1.726 4.791 0.213
H 1.890 -1.243 -4.937
H 0.361 -5.151 -4.071
C 0.452 -4.098 -3.830
C 1.302 -1.915 -4.324
C 2.658 -2.851 3.852
H -0.923 4.336 3.142
O -0.620 3.222 -1.698
H 0.436 5.693 -1.863
C -1.066 0.149 2.346
S 2.221 -1.735 -0.001
N -0.803 -1.704 -1.264
H -2.596 -0.599 -0.972
H -0.345 -1.375 4.208
Rh 0.650 0.332 -0.315
N -0.357 -0.896 1.584
C -0.081 -2.253 -2.361
P -1.114 2.145 -0.545
H -0.764 -4.266 -2.082
O -0.895 3.002 0.851
H 1.360 -2.513 5.540
C -0.181 -3.598 -2.703
C -0.976 -2.626 -0.145
*
```

The following is a quantum chemistry calculation of C20H28N4O3 in the gas phase, from the Open Molecules 2025 dataset.

Values from the calculation:
Electronic energy ... -1223.7284 a.u.
HOMO ... -8.1221 eV
ΔE to the lowest compared entry with this formula, charge and spin ... 80.67 kJ/mol
SMILES ... CNC(=O)[C@@H](CC(C)C)NC(=O)[C@@H](Cc1c[nH]c2ccccc12)NC(C)=O

```
! RIJCOSX wB97M-V def2-TZVPD def2/J DEFGRID3
* xyz 0 1
C -0.515 -1.910 -0.251
H 0.299 0.365 0.456
C -4.245 -1.001 2.949
C 1.922 2.467 -1.298
C -2.434 -1.119 1.237
H 1.726 1.845 1.779
H -0.573 -1.110 -0.995
O -3.180 -0.972 0.244
C 2.138 3.101 3.988
H 0.377 -3.746 -2.034
H 3.561 2.076 -2.633
O -0.675 0.405 3.406
H 0.344 2.285 4.357
C 0.245 1.497 -3.332
C 0.527 2.395 -1.044
C 0.039 3.127 1.489
H -2.471 2.551 0.393
C 0.831 -2.590 -0.253
H 3.169 4.087 5.548
H 1.781 -4.428 0.587
O 3.049 3.403 3.242
H 2.067 1.196 -4.507
N -2.872 -1.127 2.517
H -0.859 3.448 2.067
H -2.181 -1.188 3.228
H -0.609 -1.943 1.927
H -4.305 -0.799 4.017
H 0.681 3.991 1.409
C 0.866 -3.834 0.690
H 1.618 -1.873 0.000
H 2.541 2.903 -0.516
C 2.259 3.477 5.441
H 0.028 -4.515 0.441
H -4.748 -1.962 2.799
C -0.086 0.720 2.361
H -4.717 -0.224 2.388
C -0.335 2.701 0.099
H 1.077 -2.101 -2.342
C 1.643 1.517 -3.551
C 2.481 2.018 -2.484
H 2.307 2.579 6.036
H -2.442 1.608 -2.053
H -0.393 1.174 -4.106
H 0.790 -3.522 1.734
C -0.914 -1.276 1.095
C -0.284 1.911 -2.099
C 0.770 2.019 2.285
N -0.204 0.003 1.245
C -1.606 2.440 -0.282
C 1.099 -3.007 -1.719
N -1.594 1.924 -1.577
N 1.033 2.470 3.655
H -1.287 -2.643 -0.545
H 1.341 3.981 5.665
H 2.067 -3.459 -1.843
*
```

The following is a quantum chemistry calculation of C20H28NO in the gas phase, from the Open Molecules 2025 dataset.

Values from the calculation:
Electronic energy ... -908.3933 a.u.
HOMO (alpha / beta) ... -8.5560 / -8.5700 eV
ΔE to the lowest compared entry with this formula, charge and spin ... 929.72 kJ/mol
Expectation value of S² ... 0.75

```
! RIJCOSX wB97M-V def2-TZVPD def2/J DEFGRID3
* xyz 0 2
C -2.356 0.421 -0.513
C 1.473 -0.516 4.352
C 3.090 0.043 -3.123
C 2.177 1.188 -0.861
O -1.984 -1.091 -2.184
H -1.886 -3.295 -0.848
C -0.057 -0.801 1.086
C 4.277 -0.659 -0.743
H -3.656 -0.867 0.950
C 4.142 -0.813 -2.313
H 5.031 -1.258 -0.091
H -1.037 1.781 3.384
N -1.369 -0.477 -1.181
H -3.497 1.024 -2.443
C -3.736 -0.273 -0.043
C -1.504 -2.771 0.100
C 0.406 0.177 3.971
H -0.704 -3.489 0.561
H 3.368 0.468 1.093
H -3.305 2.445 -1.166
H 4.847 -1.578 -2.826
H 1.687 1.467 1.915
C -1.798 1.286 0.730
H 1.573 -2.124 -0.498
C 2.075 1.068 -2.458
H 3.046 -0.117 -4.258
H 1.321 1.658 -3.088
C 0.631 -1.981 -1.137
H -1.831 1.823 -2.205
H 0.344 -3.046 -1.525
H -2.314 -2.572 0.898
H -1.624 2.378 0.357
H 2.446 -1.112 4.560
H -0.435 -1.485 1.956
C -0.654 -1.412 -0.273
H -4.521 0.563 0.158
H 1.653 3.231 -0.121
H 0.181 2.383 -0.853
H -1.784 0.021 3.185
H 0.351 2.745 1.891
H 1.106 -0.847 1.170
H -2.658 1.367 1.506
C 0.748 1.793 1.339
C 3.257 0.368 -0.055
C -0.483 0.708 1.462
H 0.788 -1.345 -2.088
H -4.206 -0.939 -0.873
C -2.795 1.524 -1.656
C 1.096 2.204 -0.183
C -0.841 0.692 3.072
*
```

The following is a quantum chemistry calculation of a molecular structure, C20H28NO2Ru, from the Open Molecules 2025 dataset.

Values from the calculation:
Electronic energy ... -1078.5121 a.u.
HOMO (alpha / beta) ... -11.3062 / -11.7059 eV
Expectation value of S² ... 6.07

```
! RIJCOSX wB97M-V def2-TZVPD def2/J DEFGRID3
* xyz 1 5
O 3.584 -2.139 -2.023
C 4.984 -1.102 -3.809
C 0.396 -0.964 -0.814
H 4.628 0.526 -1.188
H 0.619 1.553 -2.633
C 1.576 -2.907 0.988
H 6.992 -1.930 -2.242
H -0.266 -4.753 -5.857
H 3.216 1.446 0.896
H 0.029 -1.851 2.218
H -1.783 -4.119 -3.411
C -0.756 -4.182 -3.786
O 0.246 -2.778 -5.539
H -0.446 -2.523 -2.405
C 1.440 1.326 -1.952
H 0.987 -3.563 -2.610
H 5.852 -1.321 -4.439
H 2.912 0.355 -3.343
C 3.553 0.660 -1.185
Ru 2.369 -0.915 -0.599
H 3.742 -3.247 0.388
H 4.520 -3.664 -4.264
H -0.375 -5.186 -3.588
H 5.919 -1.118 -1.069
H 0.192 -1.196 -4.197
C 2.632 0.633 -2.329
H -1.658 -3.626 -5.699
C -0.658 -3.884 -5.301
C 0.123 -3.117 -3.118
C 1.014 -1.850 1.755
H 5.146 -0.102 -3.396
C 1.959 -0.792 1.839
H 1.104 -3.865 0.764
C 1.549 1.723 -0.606
H 3.703 -4.164 -1.334
C 4.748 -3.574 -3.195
C 2.958 -2.575 0.701
H 4.093 -1.144 -4.447
C 4.909 -2.125 -2.711
H 0.857 2.345 -0.041
H 1.731 -2.107 -4.269
C 2.803 1.252 -0.088
H 4.201 -0.824 1.436
C 3.214 -1.260 1.287
C 0.626 -2.215 -4.272
H 6.063 -2.893 -1.060
H 5.598 -4.194 -2.916
N -0.763 -0.812 -0.702
H 1.799 0.162 2.334
H 2.615 -3.936 -2.758
C 3.554 -3.642 -2.282
C 6.036 -2.004 -1.704
*
```